Entry 1:
{"formula": "C4H9NOS", "method": "ωB97M-V/def2-TZVPD", "lumo_ev": 0.7, "total_charge": 0, "max_force_ev_per_a": 1.73, "molar_mass_da": 119.2, "symbols": ["O", "C", "C", "C", "C", "S", "N", "H", "H", "H", "H", "H", "H", "H", "H", "H"], "coordinates": [[-2.7515, -0.3583, 1.2459], [-1.7658, 0.2890, 1.0134], [-0.6248, -0.3030, 0.1647], [0.4560, 0.7658, 0.0405], [1.5531, 0.4739, -0.9541], [0.9948, 0.5177, -2.6833], [-0.0925, -1.4672, 0.8352], [-1.6757, 1.3159, 1.4190], [-1.1303, -0.6089, -0.7465], [0.0514, 1.7756, -0.0449], [0.9003, 0.8084, 1.0401], [1.9714, -0.5204, -0.7849], [2.3759, 1.1840, -0.8213], [0.2144, -0.5655, -2.5958], [0.3616, -1.2317, 1.7124], [-0.8383, -2.0752, 1.1596]], "forces_ev_per_angstrom": [[-0.12, 0.04, 0.16], [-0.29, -0.38, -0.28], [-0.53, 1.23, 1.09], [0.11, -0.18, 0.50], [0.20, -0.25, -0.03], [0.10, 0.23, -0.04], [0.20, -0.90, 0.43], [0.17, 0.05, -0.02], [0.29, 0.01, -0.40], [-0.24, -0.09, -0.61], [0.26, -0.10, 0.13], [-0.05, 0.10, 0.13], [-0.19, -0.02, -0.33], [0.02, -0.04, -0.04], [0.27, 0.40, -0.18], [-0.21, -0.09, -0.51]]}



Entry 2:
{"formula": "C4H9NOS", "method": "ωB97M-V/def2-TZVPD", "lumo_ev": 0.8, "total_charge": 0, "max_force_ev_per_a": 2.10, "molar_mass_da": 119.2, "symbols": ["O", "C", "N", "C", "C", "S", "C", "H", "H", "H", "H", "H", "H", "H", "H", "H"], "coordinates": [[-1.6136, -0.0834, -0.8619], [-1.3117, -0.2877, 0.3049], [-0.0230, -0.4474, 0.7020], [1.1926, -0.3166, -0.0556], [1.2531, 0.9004, -1.0062], [2.7407, 0.7495, -2.0384], [-2.4255, -0.6610, 1.2512], [0.1015, -0.9670, 1.5497], [1.3128, -1.1665, -0.7243], [2.0426, -0.2987, 0.6234], [0.3923, 1.0840, -1.6391], [1.3481, 1.8220, -0.4189], [3.0715, 2.0452, -2.2413], [-3.0944, -1.3248, 0.7090], [-2.9060, 0.1937, 1.7325], [-2.0811, -1.2417, 2.1130]], "forces_ev_per_angstrom": [[0.28, 0.79, 0.12], [-0.40, -1.25, -1.64], [-0.09, 0.26, 1.33], [-0.18, 0.38, -1.88], [0.19, 1.30, 0.84], [0.40, -0.15, -0.20], [0.57, -0.37, 1.33], [-0.10, 0.17, 0.36], [0.07, -0.51, 0.07], [-0.07, 0.09, 0.02], [-0.20, -0.71, 0.09], [0.09, -0.19, 0.06], [-0.35, -0.28, 0.25], [-0.28, 0.47, -0.06], [-0.21, 0.06, -0.62], [0.28, -0.05, -0.07]]}



Entry 3:
{"formula": "C4H9NOS", "method": "ωB97M-V/def2-TZVPD", "lumo_ev": 0.7, "total_charge": 0, "max_force_ev_per_a": 2.64, "molar_mass_da": 119.2, "symbols": ["C", "N", "C", "C", "S", "C", "O", "H", "H", "H", "H", "H", "H", "H", "H", "H"], "coordinates": [[0.2913, 0.9965, -2.6761], [0.0051, 1.3726, -1.2871], [0.3900, 0.2776, -0.3265], [-0.9244, -0.4823, -0.0499], [-0.5842, -1.9913, 1.0137], [1.0368, 0.8569, 0.9254], [0.3429, 1.1272, 1.8651], [1.3680, 0.9408, -2.8039], [-0.2082, 1.7368, -3.2916], [-0.0305, -0.0292, -2.8582], [0.2701, 2.2256, -0.8348], [0.9875, -0.4581, -0.8696], [-1.2437, -0.9137, -1.0002], [-1.7189, 0.1640, 0.3031], [-0.7162, -1.1860, 2.1213], [2.0938, 1.1349, 0.8427]], "forces_ev_per_angstrom": [[0.57, 0.87, 1.29], [0.02, -2.09, 1.60], [-1.76, -0.19, -1.05], [0.95, -1.09, -0.10], [-0.68, 1.79, 0.53], [-0.95, -0.07, -1.17], [0.33, 0.15, 0.63], [0.36, 0.37, -0.66], [0.20, -0.27, -0.55], [-0.62, 0.25, 0.01], [0.31, 0.86, -1.09], [0.72, 0.23, 0.33], [-0.07, 0.20, -0.02], [0.05, -0.11, 0.40], [0.25, -0.91, -0.40], [0.32, 0.01, 0.25]]}



Entry 4:
{"formula": "C4H9NOS", "method": "ωB97M-V/def2-TZVPD", "lumo_ev": 0.8, "total_charge": 0, "max_force_ev_per_a": 3.95, "molar_mass_da": 119.2, "symbols": ["O", "C", "N", "C", "C", "S", "C", "H", "H", "H", "H", "H", "H", "H", "H", "H"], "coordinates": [[-1.2703, -2.0768, 0.0515], [-0.8028, -1.2506, 0.8663], [0.2421, -0.2565, 0.5591], [0.3509, 0.0505, -0.9950], [0.5851, 1.4879, -1.3418], [0.8441, 1.8113, -3.1734], [-1.0089, -1.3625, 2.3718], [0.7855, -0.2222, 1.4702], [-0.5867, -0.2610, -1.4897], [1.2179, -0.3997, -1.3767], [-0.3435, 2.0102, -1.0258], [1.3452, 1.9581, -0.7176], [2.0301, 2.5176, -3.1641], [-0.8888, -2.3640, 2.6720], [-2.0513, -1.1006, 2.4335], [-0.4487, -0.5418, 2.8598]], "forces_ev_per_angstrom": [[0.65, 2.83, 1.86], [2.47, -1.39, -1.80], [-3.44, -1.84, -0.60], [0.48, 0.02, 2.00], [-1.34, 2.05, 0.79], [0.51, 0.04, 0.91], [-0.49, 2.12, -1.67], [0.05, 0.91, -2.63], [0.65, -0.47, 0.72], [0.81, -1.66, -0.54], [0.50, 0.12, -0.53], [0.36, -0.18, -0.40], [-0.84, -0.61, 0.34], [0.45, -0.99, 0.68], [-0.62, 0.01, 0.60], [-0.20, -0.95, 0.28]]}



Listing energy relative to the best compared isomer or geometry (same formula, charge and spin) for the structures above in their given order: 132.4; 71.3; 206.3; 196.8 kJ/mol.